This record from the OMol25 dataset describes 14 unconnected molecules or ions with the total composition C39H87N9O26S4 in a non-equilibrium geometry. The level of theory is ωB97M-V/def2-TZVPD.

Element x y z (Å)
C -2.742 3.536 5.126
C -3.757 4.608 4.857
O -4.468 4.462 3.867
N -3.838 5.636 5.718
C -4.693 6.797 5.546
H -3.079 2.674 5.701
H -1.886 3.991 5.623
H -2.394 3.177 4.157
H -3.103 5.728 6.404
H -5.048 6.833 4.517
H -4.080 7.661 5.803
H -5.511 6.739 6.264
C 6.285 5.188 2.956
C 6.151 3.668 2.753
O 5.074 3.080 2.783
N 7.281 2.924 2.594
C 7.371 1.467 2.575
H 7.021 5.405 3.730
H 5.318 5.546 3.308
H 6.418 5.790 2.057
H 8.136 3.425 2.396
H 6.513 1.032 2.063
H 7.386 1.055 3.584
H 8.284 1.078 2.126
C -3.153 3.608 -9.150
C -4.053 2.459 -8.868
O -5.045 2.291 -9.516
N -3.713 1.632 -7.867
C -4.445 0.454 -7.418
H -2.108 3.418 -8.904
H -3.539 4.367 -8.470
H -3.093 4.052 -10.143
H -2.974 1.923 -7.243
H -4.598 0.598 -6.348
H -3.799 -0.409 -7.578
H -5.396 0.258 -7.912
C -1.419 -2.920 6.881
C -2.860 -2.832 7.197
O -3.664 -2.426 6.367
N -3.198 -3.084 8.465
C -4.524 -2.959 9.073
H -1.070 -1.897 7.024
H -1.241 -3.063 5.815
H -0.850 -3.571 7.546
H -2.562 -3.595 9.062
H -4.519 -2.380 9.997
H -4.918 -3.965 9.223
H -5.232 -2.422 8.443
C -6.006 3.781 -2.097
C -6.756 2.527 -1.517
O -7.268 1.720 -2.310
N -6.741 2.315 -0.175
C -7.260 1.150 0.481
H -5.146 3.557 -2.729
H -5.771 4.388 -1.223
H -6.754 4.186 -2.779
H -6.140 2.878 0.410
H -8.329 1.203 0.685
H -6.781 0.882 1.422
H -7.148 0.287 -0.176
C 11.827 1.090 -1.852
C 10.764 0.541 -2.743
O 11.010 -0.488 -3.392
N 9.611 1.202 -2.690
C 8.485 0.863 -3.433
H 11.778 2.176 -1.776
H 12.713 0.872 -2.448
H 11.819 0.624 -0.867
H 9.647 2.076 -2.186
H 8.683 -0.095 -3.914
H 8.291 1.611 -4.202
H 7.588 0.698 -2.836
C 1.776 1.659 -6.311
C 1.568 3.118 -5.846
O 0.695 3.400 -5.033
N 2.359 4.070 -6.297
C 2.325 5.494 -5.865
H 0.978 0.918 -6.280
H 2.573 1.230 -5.703
H 2.247 1.567 -7.289
H 3.117 3.766 -6.890
H 2.420 5.648 -4.790
H 1.403 5.983 -6.178
H 3.164 6.092 -6.220
C -8.150 -5.709 -4.142
C -7.653 -4.286 -3.870
O -6.470 -4.018 -3.802
N -8.519 -3.270 -3.774
C -9.923 -3.261 -4.038
H -7.283 -6.282 -4.470
H -8.985 -5.867 -4.825
H -8.499 -6.089 -3.182
H -8.156 -2.374 -3.481
H -10.362 -4.246 -3.883
H -10.206 -2.941 -5.041
H -10.448 -2.532 -3.422
C 3.272 2.601 7.870
C 3.330 1.095 7.910
O 3.309 0.569 9.032
N 3.539 0.462 6.772
C 3.907 -0.962 6.758
H 3.394 2.931 6.838
H 4.154 3.004 8.365
H 2.330 3.017 8.227
H 3.544 0.966 5.896
H 3.552 -1.477 7.650
H 4.991 -1.037 6.852
H 3.398 -1.517 5.971
C 0.535 6.344 1.207
C 1.015 6.539 -0.218
O 1.372 7.858 -0.345
S 1.065 8.818 0.984
O -0.285 9.442 0.814
O 2.185 9.678 1.325
O 1.091 7.419 1.886
H 0.938 5.448 1.677
H -0.551 6.381 1.118
H 0.353 6.370 -1.067
H 1.922 5.946 -0.343
C 0.047 -4.809 -4.612
C 0.647 -5.751 -3.515
O 1.836 -6.231 -4.100
S 2.409 -5.282 -5.380
O 2.291 -5.991 -6.597
O 3.670 -4.634 -5.059
O 1.134 -4.201 -5.233
H -0.694 -4.137 -4.179
H -0.489 -5.456 -5.307
H 0.031 -6.586 -3.182
H 0.821 -5.211 -2.584
C -1.526 0.302 -0.817
C -1.938 -1.049 -0.223
O -0.730 -1.750 0.029
S 0.592 -0.693 0.013
O 1.397 -0.840 -1.209
O 1.199 -0.627 1.353
O -0.325 0.625 -0.219
H -2.346 0.969 -0.554
H -1.469 0.323 -1.905
H -2.617 -1.563 -0.904
H -2.485 -1.013 0.720
C 6.580 -4.719 -0.220
C 7.865 -3.962 -0.602
O 8.795 -4.265 0.425
S 8.017 -4.940 1.750
O 8.294 -4.173 2.979
O 8.210 -6.396 1.714
O 6.500 -4.599 1.158
H 6.580 -5.747 -0.581
H 5.756 -4.346 -0.828
H 7.615 -2.905 -0.696
H 8.329 -4.336 -1.514
C -3.721 -6.676 1.524
C -3.861 -8.114 0.997
C -4.481 -8.852 2.198
O -5.082 -7.849 3.024
C -4.265 -6.683 2.947
H -4.199 -5.918 0.903
H -2.697 -6.319 1.637
H -2.958 -8.596 0.622
H -4.559 -8.227 0.167
H -3.738 -9.406 2.772
H -5.110 -9.681 1.874
H -3.527 -6.914 3.715
H -4.909 -5.818 3.107

- Orbital gap: 9.2 eV

Atom charges from the Mulliken analysis, given in e for atoms 1 to 4:
1 C -0.97
2 C 0.73
3 O -0.66
4 N -0.20